(1)
This record from the OMol25 dataset describes C39H72F4O18S3 as an isolated structure at a distorted geometry. The level of theory is ωB97M-V/def2-TZVPD.

The calculation puts the largest force on an atom at 2.2 eV Å⁻¹. As for the gap between HOMO and LUMO: 9.2 eV. For the LUMO energy, the calculation gives 0.2 eV.

```
! wB97M-V def2-TZVPD RIJCOSX def2/J DEFGRID3
* xyz 0 1
S 0.40361 -5.00807 -1.83462
S 2.87368 -3.17560 0.84012
S 2.39055 3.14629 1.09865
F 3.63060 -4.01630 -2.79663
F 3.45931 -2.96077 -4.99341
F 3.33551 -0.96426 -4.15115
F 3.99442 -2.04520 -2.00413
O 0.92753 -3.72722 -2.65022
O -3.06099 -7.76486 3.00982
O 2.29040 -3.01320 4.02159
O 1.76528 1.95471 4.00602
O -2.70677 -4.82980 3.02139
O 2.69301 -0.90339 3.51998
O -6.63918 -1.29759 -3.88723
O -5.19008 -0.30726 3.38691
O -4.71240 -1.02421 0.56060
O 1.20172 -6.14574 -2.10430
O -9.32972 -2.05443 -2.91651
O -0.99540 -5.17093 -1.97456
O 9.08090 5.67519 1.60903
O 6.34403 4.68516 2.11611
O 0.93090 5.18115 -2.51347
O 2.22857 7.64892 -3.48499
O 3.94986 1.60289 4.02618
O 0.70355 -4.35895 -0.40605
C -6.32027 -2.65893 -4.11211
C -2.48585 -1.39579 -2.13772
C 1.33527 -1.44202 -1.58252
C -0.32503 0.35638 -2.04312
C 1.77001 -2.89190 -1.82770
C 0.26344 6.27952 -3.11700
C -8.79235 -2.29522 -1.63038
C -1.62398 0.81916 -2.26933
C -2.46786 -4.85050 4.41716
C 2.24871 -2.13587 3.23099
C 6.69163 6.02573 1.78738
C -8.96584 -0.78659 -3.44137
C 2.97709 3.54133 2.78539
C 2.83409 2.30049 3.63055
C 5.34906 1.26013 1.98321
C 3.48938 -0.28056 2.51414
C 3.45920 6.96161 -3.60695
C -2.71112 -0.04095 -2.33296
C 3.07448 -2.78949 -2.65238
C 2.03287 -3.77866 -0.60369
C -4.39108 -2.35256 0.94150
C -1.90373 -5.75725 2.30263
C 1.14879 6.98080 -4.12045
C 7.91702 6.07918 0.90586
C 6.71504 4.34012 3.44137
C 2.81223 -2.21821 -4.08473
C 0.79198 1.36526 -1.97625
C -3.80527 -0.07422 3.56730
C 1.61264 -2.36917 1.86318
C 9.50779 4.36540 1.28142
C -0.09745 -1.02257 -1.85892
C -4.41829 -7.61370 3.38081
C 1.37768 5.44952 -1.19430
C -1.19843 -1.86906 -1.89746
C -5.94319 -0.57458 1.10074
C -7.87014 -0.90327 -4.47555
C -5.72972 0.36837 2.26170
C -2.69566 -6.97460 1.88813
C 4.51586 0.65429 3.12204
H 1.99056 4.61460 -0.86991
H -3.23955 -0.28963 2.65686
H 2.44465 4.39144 3.18350
H -9.26460 -1.63973 -0.89002
H -5.08713 1.20095 1.96062
H 5.13110 2.30099 1.78251
H 0.39793 2.37200 -1.94575
H -3.37945 -2.56754 0.60070
H 1.27708 -1.40524 1.48247
H -4.68115 -6.56197 3.52239
H -6.69796 0.77934 2.56663
H 0.55874 7.74235 -4.64020
H -7.70932 0.07902 -4.93165
H -3.62403 0.96220 3.87231
H -1.47473 -4.44860 4.64602
H 0.52347 5.53872 -0.51335
H -2.55297 -5.86097 4.82460
H 3.37485 5.92322 -3.27499
H 1.52197 1.23318 -2.77177
H -7.14030 -3.31740 -3.81445
H -6.56610 -1.42197 1.40325
H -3.21694 -4.21637 4.88915
H 0.73626 -2.99182 1.98153
H -1.79209 1.87619 -2.41630
H -3.71736 0.29419 -2.52401
H 4.18649 7.47407 -2.97915
H 3.81430 6.98440 -4.64283
H 1.51585 6.26931 -4.86571
H 8.69684 3.63989 1.39031
H 5.18545 0.02450 3.69742
H -7.70950 -2.14180 -1.61340
H -6.08051 -2.82946 -5.16703
H 6.84205 6.62005 2.69229
H -8.65761 -0.10770 -2.64069
H -9.85858 -0.36757 -3.91676
H -5.07933 -3.05976 0.46379
H -0.61323 5.88035 -3.63778
H 7.76852 4.55586 3.63188
H 3.45970 2.79150 0.37237
H 2.85670 0.26251 1.80556
H 5.17731 0.70669 1.06157
H -5.44216 -2.89475 -3.51311
H 1.31498 1.22101 -1.02883
H 1.53949 -1.19873 -0.54416
H 1.97531 -0.77997 -2.15029
H 6.54739 3.27162 3.57188
H -4.43308 -2.47397 2.02573
H 2.63931 -4.63823 -0.88179
H -1.08860 -2.92437 -1.73067
H 6.41466 1.18758 2.17323
H -3.46017 -0.73556 4.36028
H -8.16543 -1.59963 -5.26554
H -0.08522 6.98626 -2.35854
H -4.56376 -8.14405 4.32033
H -6.46464 -0.03870 0.29938
H 5.84582 6.45279 1.23865
H 9.89221 4.33032 0.25668
H 1.75480 -2.14590 -4.32723
H -3.28736 -2.11642 -2.16876
H 4.03784 3.78033 2.75353
H 1.97682 6.36395 -1.15434
H -2.07093 -7.59839 1.24117
H 10.31261 4.10126 1.96479
H 4.04824 -0.99637 1.91785
H -9.00523 -3.32943 -1.36547
H -1.54969 -5.24690 1.39994
H -1.02956 -6.05142 2.89078
H 7.76981 5.46552 0.01221
H 6.09337 4.88081 4.16347
H -3.58044 -6.67581 1.31846
H -5.07619 -8.05455 2.62389
H 8.07450 7.11360 0.58475
*
```

=====

(2)
This record from the OMol25 dataset describes a 9-piece molecular cluster, C39H73N3O12P2S overall at a distorted geometry. The level of theory is ωB97M-V/def2-TZVPD.

As for the SMILES: N=[PH2]c1cc([PH2]=O)c(CCCCCCCSc2nnco2)c2c1C(=O)c1ccccc1C2=O.CCO.CCO.CCO.CCO.CCO.CCO.CCO.CCO. The calculation puts the largest force on an atom at 1.7 eV Å⁻¹. As for the gap between HOMO and LUMO: 7.2 eV. For the LUMO energy, the calculation gives -1.2 eV.

```
! wB97M-V def2-TZVPD RIJCOSX def2/J DEFGRID3
* xyz 0 1
S 3.68526 0.16730 7.15271
P -1.67083 -3.67620 -2.66499
P 1.65530 -1.17367 0.70208
O 1.45241 -0.78733 5.96310
O -3.58037 3.90320 -4.38636
O 0.64008 4.10790 -1.84073
O -3.26852 -1.51047 -3.99330
O 6.11345 -0.79114 2.34236
O 2.97879 -0.69493 0.22460
O 0.35115 -2.98716 3.88069
O -1.85912 2.63343 -2.02275
O -0.78061 -3.69656 1.46844
O -2.38302 -0.88676 -7.33709
O -3.45804 -6.20209 -2.54861
O 2.90856 4.85234 2.28734
N 1.12127 0.99024 7.22775
N -0.10825 0.57054 6.71102
N -0.87609 -3.90886 -3.99692
C -4.19169 0.12042 -2.57326
C 3.78079 5.44309 3.24890
C -0.20803 -4.96151 1.80469
C 1.92206 1.64050 3.45747
C -2.30977 1.52727 -1.82760
C -4.02905 6.12743 -3.48410
C -4.70586 2.23920 -1.52454
C 1.89348 3.81161 -2.44182
C -1.27651 -2.10027 -1.87822
C 0.14597 -0.44552 5.96488
C -1.18694 -5.86199 2.52996
C -6.06154 1.98372 -1.71350
C 2.00066 0.15060 6.77351
C -3.34681 0.16208 -7.36284
C -4.50388 4.98338 -4.36099
C 4.38160 -0.32564 5.54954
C 3.61017 6.94748 3.33607
C 1.69244 -2.89600 3.39480
C 0.23752 -0.90687 -0.38280
C -2.91154 1.30475 -6.46297
C -1.94357 -0.89197 -2.11176
C 4.17766 0.69568 4.43313
C -4.73457 -6.64228 -2.08906
C 1.64191 1.89800 1.97242
C -1.50156 0.30674 -1.50266
C 2.87228 0.44534 3.65871
C 0.08586 1.60212 0.00030
C 2.23598 4.75932 -3.57665
C -0.19963 -2.07938 -0.99515
C -6.48183 0.81035 -2.34768
C -5.55003 -0.12777 -2.77893
C 2.42353 -4.22227 3.45602
C -4.95107 -8.12491 -2.32174
C 7.30251 -1.08867 1.61306
C 7.63623 -0.01145 0.59909
C -3.14244 -0.83810 -2.99626
C -3.77091 1.30064 -1.96104
C 0.21541 1.59511 1.53782
C -0.39560 0.32797 -0.63095
H -2.80267 0.95932 -5.43196
H -3.06058 6.49042 -3.82814
H -1.34357 -4.59745 -1.66188
H -6.80149 2.69297 -1.37215
H 1.28307 -0.69448 1.96219
H -0.04875 4.01511 -2.50755
H -3.06114 -3.69603 -2.76957
H 2.57902 7.19697 3.58618
H 1.88737 -4.98016 2.88316
H 3.21176 4.52489 -4.00445
H -4.73923 6.95560 -3.49802
H -0.40008 2.40264 1.93323
H 0.69140 -4.81543 2.41199
H 2.34890 1.30642 1.38864
H -5.48424 4.62829 -4.02011
H 2.63313 3.88764 -1.64386
H 2.33057 -0.34154 4.17679
H -0.55294 2.42851 -0.27535
H -7.53293 0.62469 -2.51057
H 7.19837 -2.05820 1.11491
H 5.43490 -0.48004 5.77224
H -3.91084 5.79617 -2.44941
H 2.24774 5.78941 -3.21872
H 7.75170 0.95255 1.09546
H 0.39277 -3.27681 4.79821
H 4.81973 5.19108 3.01025
H 2.49740 -4.57323 4.48769
H -4.75931 -6.41262 -1.02456
H -2.30589 -1.16066 -6.41564
H 5.39152 -0.72093 1.70480
H -1.94058 1.67780 -6.79071
H -0.56320 -0.98338 5.36260
H 3.95897 -1.28623 5.26384
H 8.09234 -1.17643 2.35799
H 1.05631 1.84525 -0.43378
H 1.49011 4.69067 -4.37139
H 4.17200 1.68809 4.88189
H -3.40181 -6.37897 -3.49368
H 2.35781 2.52847 3.91047
H 2.23804 -2.13333 3.95779
H 8.56068 -0.24556 0.06961
H 0.09920 -5.40481 0.85750
H -2.07681 -6.02103 1.92034
H -3.47524 3.57819 -3.48502
H -4.37788 3.15207 -1.04647
H -1.06802 -3.26957 2.28335
H 4.26757 7.37235 4.09554
H -5.92182 -8.44281 -1.93978
H 1.60640 -2.56173 0.87784
H 3.10769 5.23723 1.42782
H -4.32182 -0.22556 -7.04368
H 5.00087 0.62765 3.72780
H -1.50089 -5.40742 3.47251
H 3.53093 4.97365 4.19975
H -4.17238 -8.70377 -1.82507
H -4.91163 -8.35802 -3.38796
H -0.73637 -6.83009 2.75110
H 0.31551 -3.00751 -0.79203
H -3.43394 0.48219 -8.40028
H -5.52464 -6.06221 -2.57829
H 3.13364 0.02212 2.68871
H -5.83949 -1.04288 -3.27410
H -4.60745 5.31033 -5.39491
H -3.62117 2.13189 -6.46428
H 3.84559 7.41890 2.37900
H 1.86947 2.93845 1.74920
H 1.60739 -2.55281 2.36336
H -0.15407 0.66422 1.96891
H -1.48068 -4.01241 -4.80113
H 1.89790 2.77618 -2.80371
H 0.98215 1.43258 3.97134
H 3.43374 -4.12963 3.05580
H 6.83518 0.08483 -0.13681
*
```

=====

(3)
This record from the OMol25 dataset describes a 4-piece molecular cluster, C39H75F3NO13S3 overall at a distorted geometry. The level of theory is ωB97M-V/def2-TZVPD.

The calculation puts the largest force on an atom at 2.8 eV Å⁻¹. As for the gap between HOMO and LUMO: 7.1 eV. For the LUMO energy, the calculation gives -4.5 eV.

```
! wB97M-V def2-TZVPD RIJCOSX def2/J DEFGRID3
* xyz 1 1
S 5.74054 6.65402 0.77948
S 3.48172 8.31681 -5.04126
S -0.90034 -9.07493 2.50931
F -3.14760 -2.10686 -5.32337
F -1.60733 -0.79990 -4.33405
F -3.41731 0.06337 -5.25010
O -2.05357 -10.18314 2.63234
O 3.06241 7.76223 -6.48694
O 5.33483 7.56140 -0.47912
O 2.94196 7.44720 -4.03304
O 3.27164 9.73248 -5.00944
O 0.17997 -9.42877 3.38028
O -2.77763 -1.07160 -2.05477
O -5.79620 -2.67349 4.16947
O -1.50358 -7.77345 2.54338
O 4.85858 5.52437 0.84329
O -6.70538 -3.93162 0.43718
O -8.38000 -2.68122 1.34814
O 5.95552 7.50213 1.91230
N -5.39716 0.84538 -0.80395
C 1.67326 7.52665 -6.74846
C 3.30779 1.90990 1.39994
C -3.66480 -1.19957 -3.15794
C -4.16668 1.99491 1.94713
C -5.85343 0.86882 0.47251
C 3.97322 8.00074 -0.59220
C -2.56374 -10.49188 3.93648
C 2.91066 -5.38035 1.30274
C -1.82273 3.01036 1.24776
C -5.51972 -0.27407 -1.60861
C -4.81010 -3.70180 2.14122
C 2.66748 -4.07630 0.43240
C 1.43049 -5.24028 3.37015
C -7.34733 -2.75551 0.76637
C 3.75373 -2.94072 0.68895
C 5.31980 0.67030 0.29864
C -6.16786 -1.43454 -1.09608
C 5.21477 8.00982 -5.18474
C 5.38305 -0.14089 -1.06044
C 7.30935 6.12235 0.16669
C -5.64215 2.14783 1.34702
C -6.07093 -4.50624 1.62402
C -2.92892 -0.99996 -4.54305
C 4.22273 1.81922 0.11264
C -0.42966 -9.43287 0.84520
C -4.88419 -3.67819 3.71606
C -6.67398 -1.44632 0.28200
C 0.93131 8.81530 -7.04832
C -3.04944 2.09425 0.82192
C 3.68867 9.17459 0.32566
C -3.54674 -9.44226 4.41880
C -0.62147 2.14069 1.79199
C 4.59175 -2.56139 -0.59239
C -4.93494 -0.24972 -3.04343
C 1.81658 1.42980 1.12209
C -6.50394 -0.26144 1.09972
C 1.53993 -5.88613 1.92059
C 4.20399 -1.16572 -1.23203
C 0.75734 2.59371 1.15701
H 0.87560 9.45119 -6.16366
H -6.85089 -0.24166 2.15380
H 3.22078 -0.77179 -0.85892
H 1.61938 -4.13510 3.26458
H -3.98446 2.66547 2.81624
H 5.37611 6.93718 -5.26704
H 1.44499 9.38502 -7.82430
H 5.09854 0.02672 1.18596
H -4.04401 -2.25674 -3.15126
H -6.24916 -2.32216 -1.75904
H 1.63896 -3.67126 0.63284
H 3.82733 8.31162 -1.62709
H 0.32998 -8.70969 0.55199
H 4.39967 -3.36196 -1.35668
H 7.91655 6.99839 -0.05179
H -6.33639 2.15723 2.22225
H -4.71685 -2.67286 1.71923
H -0.08730 8.60316 -7.37770
H 4.41872 -3.28129 1.52550
H 1.50038 -7.00026 1.99542
H 0.59977 2.93389 0.09645
H 3.72949 8.87288 1.37346
H 6.31746 1.15925 0.45285
H 5.59211 8.52902 -6.06334
H -3.07478 -11.45150 3.85094
H -3.90569 -4.29289 1.85272
H -2.66345 1.06668 0.57994
H -3.47644 2.54022 -0.11342
H 1.58647 0.58489 1.81471
H -4.02468 -9.76243 5.34598
H 2.25944 -5.64183 4.00252
H 3.28220 7.17583 -0.40408
H 1.80073 1.00957 0.07831
H -4.93680 1.64484 -1.24805
H -0.58223 2.29338 2.90456
H -4.31605 -9.25903 3.66626
H -1.74581 -10.62434 4.64832
H -3.86131 -3.43926 4.12230
H 4.43123 9.96219 0.18718
H 3.59608 -5.13198 2.15343
H 4.04694 -1.36507 -2.32930
H -5.73246 -5.52736 1.31141
H -3.04493 -8.49186 4.60707
H 3.64933 1.56747 -0.81690
H 6.36596 -0.67049 -1.07316
H -0.02490 -10.44167 0.80396
H 3.19419 -2.04803 1.07775
H 4.76387 2.77535 -0.09955
H -6.84314 -4.60400 2.42546
H -2.21837 3.75811 1.97655
H 5.31964 0.60695 -1.88809
H 7.78346 5.52321 0.94239
H -5.18205 -4.69411 4.07719
H 7.15280 5.52379 -0.72819
H -2.75971 -1.93501 -1.61230
H -4.12206 0.93110 2.31547
H -1.47380 3.54579 0.32678
H 2.69572 9.58236 0.12901
H 1.15572 3.46546 1.74025
H -4.63860 0.80542 -3.25712
H 5.69158 -2.59974 -0.37238
H 0.67110 -5.50905 1.32051
H 3.31060 2.98265 1.73632
H -5.68902 -0.65558 -3.75592
H 0.42155 -5.40880 3.81360
H 1.21106 6.98805 -5.91760
H -5.54394 -1.81163 3.80584
H 1.62775 6.87345 -7.62087
H -5.74457 3.08502 0.73820
H -1.30360 -9.33737 0.20398
H -0.79971 1.04692 1.61613
H 5.69608 8.39546 -4.28716
H 3.71998 1.25487 2.20661
H 3.33205 -6.22983 0.70811
H 2.67160 -4.40996 -0.64254
*
```

=====

The lowest gap between HOMO and LUMO belongs to which entry?
C39H75F3NO13S3

=====

Number 3 is which compound?
C39H75F3NO13S3

=====

The highest gap between HOMO and LUMO belongs to which entry?
C39H72F4O18S3